Below is a 7-piece molecular cluster, C42H51F3N7O3 overall in a non-equilibrium geometry, with properties calculated with ωB97M-V/def2-TZVPD.

Positions of all 106 atoms, in Å:
C  0.0001  4.5371  0.1747
C  1.2064  3.5213  0.5553
C  2.3021  4.4632  1.2667
C  0.6285  2.4223  1.5319
C  1.3655  1.0109  1.5434
O  0.3528  -0.0378  1.6130
C  2.3992  0.8017  2.7317
C  1.7587  0.5227  4.1596
O  0.4407  1.0473  4.3589
C  1.8243  -1.0176  4.5928
F  1.1807  -1.8653  3.7130
F  3.1547  -1.4201  4.6461
F  1.2622  -1.2434  5.8467
C  2.1692  0.6818  0.1838
C  1.6129  1.6003  -0.9822
C  0.1267  1.1878  -1.4713
C  2.5527  1.2723  -2.2609
N  1.7713  3.0496  -0.7323
O  2.9801  3.4812  -0.9622
H  -0.0537  4.6870  -0.9538
H  0.1381  5.5477  0.6728
H  -1.0136  4.1510  0.4871
H  3.2423  3.9106  1.5470
H  1.8334  4.8279  2.2438
H  2.4948  5.4067  0.6670
H  -0.4932  2.2916  1.3748
H  0.7212  2.8460  2.5875
H  -0.4362  0.2972  2.0695
H  3.1223  1.6702  2.8290
H  3.0404  -0.0993  2.4610
H  2.4260  1.0509  4.9197
H  -0.1934  0.3099  4.3214
H  3.2848  0.8972  0.3024
H  2.1130  -0.4293  -0.0557
H  -0.3937  0.5052  -0.7378
H  -0.5029  2.1326  -1.6262
H  0.1812  0.6547  -2.4658
H  2.3386  1.9853  -3.1233
H  2.2746  0.2043  -2.5889
H  3.6448  1.2441  -1.9873
N  1.3159  -1.6447  -3.9691
C  1.4471  -1.6588  -5.3043
C  0.6378  -2.4025  -6.1488
C  -0.3617  -3.1804  -5.5845
C  -0.5158  -3.1858  -4.2068
C  0.3412  -2.4050  -3.4495
H  2.2444  -1.0368  -5.6985
H  0.7852  -2.3742  -7.2212
H  -1.0144  -3.7763  -6.2130
H  -1.2849  -3.7814  -3.7319
H  0.2573  -2.3723  -2.3677
N  -3.0253  -3.7764  -7.7994
C  -4.0586  -3.1701  -7.1981
C  -4.8455  -2.2045  -7.8041
C  -4.5469  -1.8384  -9.1078
C  -3.4819  -2.4486  -9.7523
C  -2.7587  -3.4058  -9.0597
H  -4.2507  -3.4873  -6.1784
H  -5.6701  -1.7502  -7.2700
H  -5.1382  -1.0854  -9.6162
H  -3.2193  -2.1875  -10.7692
H  -1.9190  -3.9136  -9.5227
N  -0.9132  -2.5314  9.1881
C  -1.4173  -2.1352  10.3654
C  -1.2294  -0.8705  10.8993
C  -0.4728  0.0404  10.1778
C  0.0620  -0.3439  8.9576
C  -0.1868  -1.6312  8.5093
H  -1.9989  -2.8833  10.8940
H  -1.6633  -0.6051  11.8549
H  -0.3020  1.0395  10.5623
H  0.6580  0.3402  8.3672
H  0.2062  -1.9766  7.5617
N  -0.0644  1.1472  -8.6447
C  0.1211  2.4181  -9.0274
C  0.4547  3.4447  -8.1586
C  0.6027  3.1433  -6.8130
C  0.4136  1.8362  -6.3895
C  0.0845  0.8818  -7.3390
H  -0.0080  2.6048  -10.0883
H  0.5956  4.4534  -8.5249
H  0.8635  3.9189  -6.1015
H  0.5207  1.5647  -5.3461
H  -0.0688  -0.1529  -7.0571
N  3.5275  -6.2825  11.4735
C  2.4907  -5.6957  12.0876
C  1.6885  -4.7325  11.4971
C  1.9750  -4.3482  10.1962
C  3.0436  -4.9384  9.5385
C  3.7823  -5.8949  10.2163
H  2.3084  -6.0270  13.1045
H  0.8614  -4.2939  12.0409
H  1.3717  -3.5973  9.7006
H  3.2969  -4.6627  8.5227
H  4.6253  -6.3876  9.7430
N  -2.4082  3.3059  -2.9846
C  -3.4342  3.4447  -2.1329
C  -4.7461  3.1263  -2.4450
C  -5.0186  2.6387  -3.7140
C  -3.9765  2.4868  -4.6154
C  -2.6993  2.8307  -4.2034
H  -3.1722  3.8330  -1.1540
H  -5.5341  3.2572  -1.7146
H  -6.0324  2.3794  -3.9971
H  -4.1510  2.1091  -5.6148
H  -1.8514  2.7258  -4.8723

Forces on atoms 1 to 3 (eV/Å):
C -0.24 0.10 -0.23
C -0.99 2.81 0.67
C -0.89 -0.03 0.85

Properties
LUMO level (spin up / spin down) = 0.36 / 0.35 eV
HOMO-LUMO gap (spin up / spin down) = 8.69 / 9.71 eV
highest occupied orbital energy (spin up / spin down) = -8.34 / -9.35 eV
total charge = 0
spin multiplicity = 2
<S²> = 0.754

Results of the Löwdin charge analysis, in e, for atoms 1 through 6:
1 C -0.035
2 C -0.414
3 C -0.057
4 C -0.041
5 C -0.404
6 O -0.052

---

Below is C42H51N6OOsSSi2 as an isolated structure, with properties calculated with ωB97M-V/def2-TZVPD.

Positions of all 104 atoms, in Å:
Os  0.7513  -0.7373  -0.4296
C  3.1148  -3.0094  -0.1336
Si  3.4623  -1.6705  1.1496
C  5.2436  -1.1036  0.8446
C  3.4499  -2.4823  2.8537
N  2.2905  -0.4478  0.9955
C  2.2206  0.7194  1.7157
C  3.1981  1.2105  2.5803
C  3.0292  2.4175  3.2626
C  1.8711  3.1470  3.0774
C  0.8809  2.6764  2.2080
C  1.0245  1.4737  1.5148
N  0.0986  0.9285  0.6299
Si  -1.5480  1.4499  0.6730
C  -2.2656  1.2189  2.4089
C  -1.8425  3.2861  0.2786
C  -2.6884  0.5108  -0.4910
H  3.4442  -3.9832  0.2414
H  3.6451  -2.8081  -1.0671
H  2.0494  -3.0976  -0.3768
H  5.8524  -1.9479  0.5061
H  5.7193  -0.6895  1.7360
H  5.2687  -0.3372  0.0655
H  4.2259  -3.2496  2.9354
H  2.4812  -2.9517  3.0467
H  3.6226  -1.7435  3.6413
H  4.1092  0.6403  2.7283
H  3.8060  2.7733  3.9298
H  1.7234  4.0879  3.5950
H  -0.0089  3.2738  2.0651
H  -1.6134  1.6450  3.1757
H  -2.4006  0.1586  2.6376
H  -3.2425  1.7080  2.4824
H  -1.7678  3.9230  1.1626
H  -2.8536  3.4036  -0.1240
H  -1.1406  3.6617  -0.4669
H  -2.2381  -0.4017  -0.8734
H  -2.9550  1.1346  -1.3470
H  -3.6106  0.2533  0.0389
C  1.1929  0.2243  5.2576
C  0.2897  -0.8849  5.7879
C  1.1313  -1.8012  6.6873
C  -0.8351  -0.2440  6.6132
C  -0.3277  -1.7097  4.6594
C  -1.1801  -2.7816  4.9901
C  -1.7954  -3.5585  4.0321
C  -1.5552  -3.2572  2.6953
S  -2.1754  -4.0133  1.2625
C  -1.2703  -2.8799  0.2934
N  -0.5705  -2.0227  0.9751
C  -0.7099  -2.2040  2.3432
C  -0.0909  -1.4295  3.3258
C  -1.3000  -2.8500  -1.1693
C  -2.0985  -3.7429  -1.8871
C  -2.1429  -3.6627  -3.2655
C  -1.3791  -2.6925  -3.9117
C  -0.5835  -1.8182  -3.1842
C  -0.5094  -1.8491  -1.7811
H  1.6039  0.7920  6.0958
H  0.6619  0.9256  4.6105
H  2.0293  -0.1745  4.6833
H  1.5901  -1.2173  7.4893
H  1.9277  -2.2742  6.1090
H  0.5302  -2.5889  7.1457
H  -0.4095  0.3615  7.4175
H  -1.4886  -0.9935  7.0638
H  -1.4465  0.4045  5.9825
H  -1.3661  -3.0083  6.0327
H  -2.4499  -4.3729  4.3149
H  0.5504  -0.6193  3.0071
H  -2.6910  -4.4947  -1.3748
H  -2.7602  -4.3481  -3.8332
H  -1.4032  -2.6302  -4.9959
H  0.0210  -1.0908  -3.7129
C  2.9507  0.2265  -3.8093
O  2.0613  -0.3895  -2.8966
C  1.7166  0.2169  -1.6961
C  2.3466  1.5683  -1.5113
H  2.6039  1.2143  -4.1215
H  2.9880  -0.4248  -4.6821
H  3.9594  0.3201  -3.3973
H  3.4381  1.4783  -1.4779
H  2.0124  2.0066  -0.5773
H  2.0921  2.2527  -2.3242
N  -5.6252  1.3909  -9.9914
C  -4.9637  1.5661  -9.0677
C  -4.1329  1.7899  -7.9148
C  -3.9094  3.0849  -7.4557
C  -3.1116  3.3027  -6.3494
C  -2.5147  2.2288  -5.6921
C  -2.7358  0.9307  -6.1537
C  -3.5438  0.7150  -7.2523
N  -1.6988  2.4472  -4.5732
C  -1.0764  3.6287  -4.1943
C  -0.3894  3.3341  -3.0605
N  -0.5660  2.0111  -2.7162
C  -1.3424  1.5154  -3.6265
H  -4.3729  3.9203  -7.9625
H  -2.9675  4.3091  -5.9841
H  -2.2660  0.0898  -5.6630
H  -3.7135  -0.2922  -7.6075
H  -1.1552  4.5326  -4.7700
H  0.2278  3.9900  -2.4684
H  -1.7081  0.5009  -3.6331

Forces on atoms 1 to 3 (eV/Å):
Os 0.63 -0.60 -0.38
C -0.02 0.08 -0.04
Si 0.09 0.00 0.03

Properties
LUMO level = 1.69 eV
HOMO-LUMO gap = 4.56 eV
highest occupied orbital energy = -2.87 eV
total charge = -1
energy relative to the best compared isomer or geometry (same formula, charge and spin) = 86.1 kJ/mol

Results of the Löwdin charge analysis, in e, for atoms 1 through 6:
1 Os 1.264
2 C -0.174
3 Si 0.368
4 C -0.182
5 C -0.173
6 N -0.209

---

Below is C42H52AsCl2N8O3RuS2 as an isolated structure, with properties calculated with ωB97M-V/def2-TZVPD.

Positions of all 111 atoms, in Å:
Ru  0.7056  -0.2736  0.0636
C  0.7171  1.8566  3.8791
C  0.7940  0.8111  2.8136
N  -0.1657  0.6399  1.9044
N  -1.0928  1.6443  1.7764
C  -2.3623  1.4212  1.4003
N  -2.9685  2.5634  0.9601
S  -3.1682  -0.0363  1.4726
C  1.8791  -0.0751  2.7021
C  3.0058  -0.1118  3.5621
C  3.8776  -1.1548  3.4823
C  3.6613  -2.1898  2.5344
C  2.6419  -2.0402  1.6416
N  1.7844  -1.0008  1.6708
H  -0.3232  2.0715  4.1180
H  1.1899  2.7907  3.5549
H  1.2115  1.5287  4.7916
H  -0.7041  2.5669  1.6268
H  -2.3736  3.2363  0.4942
H  -3.8561  2.3958  0.5153
H  3.1669  0.6917  4.2677
H  4.7398  -1.1890  4.1373
H  4.3049  -3.0559  2.4767
H  2.4984  -2.7557  0.8458
Cl  -4.5187  2.9867  -5.0959
C  -2.9357  2.4796  -5.6442
C  -2.0628  3.4597  -6.0690
C  -0.7842  3.1110  -6.4678
C  -0.4265  1.7737  -6.4626
C  -1.3260  0.8003  -6.0658
Cl  -0.8053  -0.8573  -6.2031
C  -2.6054  1.1149  -5.6046
N  -3.5534  0.1931  -5.1913
C  -3.2873  -0.9548  -4.3666
C  -3.5226  -2.2211  -4.8869
C  -3.3472  -3.3512  -4.1061
C  -2.9447  -3.2110  -2.7810
C  -2.7452  -1.9459  -2.2560
C  -2.9131  -0.8010  -3.0388
C  -2.6899  0.5435  -2.3984
C  -1.2046  0.7541  -2.2040
O  -0.5123  1.3546  -3.0029
O  -0.8238  0.1529  -1.1151
H  -2.3974  4.4874  -6.0799
H  -0.0782  3.8686  -6.7822
H  0.5595  1.4618  -6.7805
H  -4.4236  0.6422  -4.9521
H  -3.8329  -2.2979  -5.9216
H  -3.5279  -4.3330  -4.5252
H  -2.8016  -4.0836  -2.1551
H  -2.4482  -1.8207  -1.2194
H  -3.1489  0.5283  -1.4065
H  -3.1007  1.3668  -2.9826
C  6.1933  0.2506  -0.9925
As  4.4739  1.0741  -0.7327
C  4.8221  2.3422  0.6557
C  4.1204  1.9825  -2.3766
O  3.4077  -0.1347  -0.3233
H  6.9699  1.0017  -1.1371
H  6.1495  -0.4074  -1.8581
H  6.4103  -0.3422  -0.1047
H  5.6484  2.9814  0.3435
H  5.1046  1.7678  1.5372
H  3.9323  2.9326  0.8590
H  5.0318  2.4896  -2.6961
H  3.2970  2.6844  -2.2491
H  3.8417  1.2225  -3.1049
C  1.2434  5.5671  -3.7712
C  0.4689  4.7475  -2.7818
C  -0.9106  4.8649  -2.6590
C  -1.4960  4.1590  -1.6329
N  -0.8129  3.3690  -0.8008
C  0.4945  3.2366  -1.0639
S  1.4957  2.1539  -0.0964
N  1.1610  3.9225  -2.0048
H  0.7477  5.5935  -4.7403
H  2.2452  5.1591  -3.8840
H  1.3257  6.5970  -3.4155
H  -1.4921  5.4967  -3.3178
H  -2.5667  4.2295  -1.4591
C  0.3832  -6.9388  0.1407
C  -0.0236  -5.5043  0.3732
C  -0.9204  -5.1674  1.3859
C  -1.2980  -3.8489  1.6270
C  -2.2478  -3.5184  2.7476
C  -0.7606  -2.8499  0.8283
C  0.1734  -3.1463  -0.1891
C  0.5149  -4.5002  -0.4055
N  0.7593  -2.0960  -0.8720
C  1.4886  -2.3333  -2.1655
C  0.6450  -3.2082  -3.1020
C  1.6868  -1.0063  -2.8927
C  2.8890  -2.9103  -1.8797
H  -0.2424  -7.6232  0.7130
H  1.4205  -7.1040  0.4410
H  0.3007  -7.2063  -0.9142
H  -1.3372  -5.9558  2.0047
H  -2.8107  -4.4004  3.0537
H  -2.9406  -2.7326  2.4630
H  -1.6973  -3.1497  3.6152
H  -1.1158  -1.8343  0.9828
H  1.2320  -4.7748  -1.1584
H  -0.3139  -2.7207  -3.3044
H  0.4410  -4.2098  -2.7351
H  1.1835  -3.2942  -4.0469
H  0.7544  -0.6024  -3.2771
H  2.3529  -1.1871  -3.7419
H  2.1603  -0.2609  -2.2590
H  2.8798  -3.8273  -1.2942
H  3.4831  -2.1646  -1.3502
H  3.3628  -3.1272  -2.8399

Forces on atoms 1 to 3 (eV/Å):
Ru 0.11 0.48 0.04
C -0.03 0.04 -0.02
C 0.19 0.00 0.34

Properties
LUMO level (spin up / spin down) = 0.49 / -1.64 eV
HOMO-LUMO gap (spin up / spin down) = 6.16 / 6.13 eV
highest occupied orbital energy (spin up / spin down) = -5.67 / -7.77 eV
total charge = 0
energy relative to the best compared isomer or geometry (same formula, charge and spin) = 0.0 kJ/mol
spin multiplicity = 6
<S²> = 8.805

Results of the Löwdin charge analysis, in e, for atoms 1 through 6:
1 Ru 1.391
2 C -0.020
3 C -0.332
4 N -0.109
5 N -0.049
6 C -0.910

---

Below is C42H52BMnN5O5Te as an isolated structure in a non-equilibrium geometry, with properties calculated with ωB97M-V/def2-TZVPD.

Positions of all 107 atoms, in Å:
Mn  -1.2609  0.2498  -1.8083
O  -1.2202  -0.7508  -3.2801
C  -2.1027  -1.1723  -4.1987
C  -1.6617  -2.0398  -5.1960
C  -2.5395  -2.5185  -6.1470
C  -3.8815  -2.1390  -6.1224
C  -4.3181  -1.2756  -5.1403
C  -3.4402  -0.7764  -4.1745
C  -3.8907  0.1553  -3.1487
N  -3.1675  0.6714  -2.1710
C  -3.9904  1.4992  -1.4319
C  -5.2291  1.4847  -1.9736
N  -5.1511  0.6348  -3.0560
H  -0.6180  -2.3253  -5.1920
H  -2.1839  -3.1914  -6.9176
H  -4.5741  -2.5188  -6.8615
H  -5.3642  -0.9901  -5.1299
H  -3.6256  2.0386  -0.5745
H  -6.1329  2.0000  -1.7003
H  -5.9001  0.4163  -3.6875
C  4.2122  -2.4127  6.2081
C  3.4851  -1.8118  5.0351
C  3.5100  -0.4404  4.8000
C  2.8530  0.1371  3.7230
C  2.9078  1.6390  3.5594
C  2.1535  -0.7120  2.8494
Te  1.1636  0.1108  1.1865
N  -1.0614  1.5889  -0.8033
C  -0.9226  2.8822  -0.5474
O  -0.4226  3.6809  -1.3574
C  -1.3501  3.3313  0.8234
C  -1.7675  2.4026  1.7760
C  -2.1313  2.8215  3.0489
C  -2.0908  4.1722  3.3675
C  -1.6907  5.1019  2.4134
C  -1.3184  4.6830  1.1427
C  2.9399  0.7904  0.2816
C  3.8273  -0.1672  -0.2350
C  3.5999  -1.6560  -0.1075
C  4.9468  0.2894  -0.9163
C  5.1919  1.6473  -1.1112
C  6.4179  2.1169  -1.8495
C  4.2813  2.5603  -0.5997
C  3.1463  2.1606  0.1027
C  2.2454  3.2324  0.6641
C  2.0863  -2.0940  3.0680
C  1.3788  -3.0588  2.1450
C  2.7604  -2.6161  4.1655
H  4.7904  -1.6625  6.7450
H  4.8935  -3.1981  5.8782
H  3.5079  -2.8651  6.9082
H  4.0500  0.2057  5.4848
H  3.2023  2.1113  4.4949
H  1.9388  2.0583  3.2736
H  3.6333  1.9234  2.7953
H  -1.8182  1.3522  1.5074
H  -2.4538  2.0990  3.7893
H  -2.3776  4.5022  4.3584
H  -1.6684  6.1552  2.6634
H  -0.9950  5.3843  0.3843
H  2.5967  -1.9377  -0.4474
H  3.7093  -1.9842  0.9271
H  4.3213  -2.2074  -0.7087
H  5.6463  -0.4389  -1.3154
H  6.9078  1.2959  -2.3720
H  7.1424  2.5481  -1.1549
H  6.1675  2.8914  -2.5758
H  4.4574  3.6238  -0.7341
H  2.7764  3.8133  1.4212
H  1.3464  2.8367  1.1358
H  1.9149  3.9162  -0.1170
H  0.6972  -2.5756  1.4423
H  0.7965  -3.7728  2.7252
H  2.1079  -3.6289  1.5640
H  2.7187  -3.6876  4.3387
C  -3.8246  -1.0101  1.9061
C  -2.8826  -2.0761  1.3613
C  -2.4639  -3.0200  2.4633
O  -1.7084  -1.3570  0.8563
B  -1.9441  -1.1094  -0.4910
O  -2.9857  -1.8791  -0.9669
C  -3.4224  -2.7757  0.0815
C  -2.7771  -4.1261  -0.1855
C  -4.9301  -2.8803  0.0150
H  -3.3215  -0.4735  2.7134
H  -4.7399  -1.4493  2.3044
H  -4.0874  -0.2880  1.1292
H  -2.0567  -2.4530  3.3040
H  -1.7150  -3.7336  2.1266
H  -3.3348  -3.5760  2.8206
H  -1.6879  -4.0549  -0.1437
H  -3.0542  -4.4496  -1.1893
H  -3.1123  -4.8812  0.5280
H  -5.3938  -1.8947  0.0107
H  -5.3185  -3.4521  0.8622
H  -5.2143  -3.3970  -0.9028
C  1.7758  2.6316  -3.9352
N  1.0776  1.8520  -2.9276
C  1.4321  0.6009  -2.6034
N  2.4957  0.0549  -3.2280
O  0.7994  -0.0847  -1.7546
H  1.2363  3.5645  -4.0707
H  1.7924  2.1038  -4.8882
H  2.8022  2.8775  -3.6403
H  0.5012  2.3728  -2.2682
H  3.1677  0.6274  -3.7062
H  2.7848  -0.8546  -2.9143

Forces on atoms 1 to 3 (eV/Å):
Mn -0.15 -0.38 0.28
O -0.03 -0.44 -1.03
C 0.41 0.25 0.62

Properties
LUMO level (spin up / spin down) = -2.29 / -5.13 eV
HOMO-LUMO gap (spin up / spin down) = 7.77 / 5.01 eV
highest occupied orbital energy (spin up / spin down) = -10.06 / -10.14 eV
total charge = +1
energy relative to the best compared isomer or geometry (same formula, charge and spin) = 343.4 kJ/mol
spin multiplicity = 3
<S²> = 2.204

Results of the Löwdin charge analysis, in e, for atoms 1 through 6:
1 Mn 0.680
2 O -0.155
3 C -0.283
4 C 0.002
5 C -0.068
6 C -0.082